Below is a cluster of 12 separate species, C60H153N9O24 in total, with properties calculated with ωB97M-V/def2-TZVPD.

Structure (XYZ):
```
246
Properties=species:S:1:pos:R:3:lowdin_charge:R:1
C 3.825 1.283 -4.601 -0.268
C 3.681 0.131 -5.514 -0.276
O 3.115 0.543 -6.732 -0.053
O 4.450 2.404 -5.211 -0.058
H 4.477 0.956 -3.794 0.113
H 2.847 1.509 -4.135 0.128
H 3.053 -0.621 -5.062 0.104
H 4.674 -0.397 -5.656 0.144
H 3.498 0.036 -7.455 0.097
H 3.918 2.495 -6.009 0.078
C 1.479 -1.604 3.253 -0.195
C 1.943 -1.235 4.655 -0.270
O 1.191 -1.932 5.607 -0.051
O 2.408 -1.046 2.321 -0.142
H 0.403 -1.372 3.127 0.107
H 1.678 -2.702 3.188 0.129
H 1.843 -0.184 4.898 0.107
H 3.028 -1.440 4.743 0.110
H 1.555 -1.559 6.384 0.014
H 1.976 -0.282 1.806 0.040
C 5.286 0.636 2.985 -0.198
C 6.731 0.974 2.607 -0.226
O 7.129 0.215 1.453 -0.074
O 5.154 -0.813 2.922 -0.115
H 4.631 1.181 2.287 0.100
H 5.031 0.867 4.028 0.119
H 7.321 0.714 3.488 0.111
H 6.857 2.020 2.330 0.116
H 6.593 -0.573 1.556 0.047
H 4.270 -1.130 2.664 0.038
C -0.041 -1.398 -3.606 -0.097
O -1.402 -1.348 -3.318 -0.203
C -2.041 -2.477 -3.797 -0.259
C -2.076 -3.638 -2.894 -0.236
N -2.744 -3.274 -1.689 -0.042
C -2.580 -4.222 -0.586 -0.182
C -3.208 -3.614 0.669 -0.234
O -2.353 -2.662 1.246 -0.217
C -2.938 -2.150 2.447 -0.095
H 0.367 -2.340 -3.334 0.071
H 0.396 -0.545 -3.036 0.099
H 0.044 -1.209 -4.698 0.105
H -1.385 -2.749 -4.638 0.124
H -3.023 -2.201 -4.147 0.113
H -1.023 -3.871 -2.747 0.111
H -2.508 -4.488 -3.404 0.129
H -2.508 -2.305 -1.456 0.107
H -1.538 -4.448 -0.295 0.120
H -2.918 -5.178 -0.972 0.117
H -3.438 -4.339 1.509 0.131
H -4.140 -3.181 0.394 0.108
H -3.285 -3.031 3.080 0.109
H -3.802 -1.484 2.247 0.087
H -2.157 -1.685 3.038 0.059
C -1.973 0.221 5.196 -0.072
O -1.819 1.412 4.434 -0.212
C -0.505 1.855 4.450 -0.259
C -0.463 3.230 3.872 -0.208
N -0.455 3.199 2.441 -0.049
C -0.144 4.432 1.707 -0.183
C -0.388 4.377 0.228 -0.234
O -1.791 4.389 -0.051 -0.188
C -1.962 4.392 -1.429 -0.130
H -1.113 -0.406 4.957 0.078
H -2.882 -0.216 4.825 0.060
H -2.158 0.486 6.254 0.105
H 0.158 1.207 3.860 0.111
H -0.139 1.787 5.483 0.127
H 0.514 3.639 4.140 0.122
H -1.277 3.827 4.395 0.145
H -1.296 2.795 2.125 0.063
H 0.933 4.568 1.862 0.116
H -0.691 5.394 2.065 0.151
H 0.121 3.595 -0.333 0.104
H 0.054 5.310 -0.153 0.123
H -1.566 5.366 -1.839 0.105
H -3.036 4.549 -1.556 0.080
H -1.637 3.474 -1.955 0.096
C -9.225 -0.921 -2.337 -0.107
O -8.603 -0.034 -1.443 -0.210
C -7.493 0.656 -1.936 -0.203
C -6.785 1.316 -0.710 -0.162
N -7.631 2.419 -0.172 -0.029
C -6.991 3.190 0.887 -0.202
C -5.794 3.952 0.412 -0.235
O -6.013 4.721 -0.755 -0.195
C -6.352 6.060 -0.539 -0.134
H -9.447 -0.523 -3.347 0.093
H -10.230 -1.098 -1.989 0.077
H -8.654 -1.845 -2.446 0.090
H -7.750 1.426 -2.655 0.120
H -6.801 -0.028 -2.505 0.123
H -5.801 1.676 -0.877 0.056
H -6.654 0.492 0.053 0.114
H -8.490 1.974 0.139 0.064
H -6.625 2.481 1.710 0.113
H -7.758 3.854 1.368 0.134
H -4.929 3.321 0.223 0.088
H -5.457 4.687 1.160 0.126
H -6.655 6.494 -1.534 0.102
H -5.521 6.669 -0.131 0.086
H -7.195 6.199 0.153 0.083
C 6.666 -5.272 -2.203 -0.134
O 6.884 -6.219 -1.236 -0.182
C 6.499 -5.954 0.100 -0.242
C 7.112 -6.948 1.028 -0.213
N 6.609 -8.274 0.680 -0.045
C 6.599 -9.287 1.755 -0.187
C 5.247 -9.309 2.512 -0.270
O 4.853 -8.017 2.806 -0.191
C 3.509 -8.092 3.194 -0.112
H 7.613 -4.801 -2.528 0.093
H 5.957 -4.536 -1.900 0.065
H 6.232 -5.835 -3.074 0.102
H 5.426 -6.027 0.210 0.114
H 6.735 -4.926 0.447 0.124
H 6.825 -6.676 2.035 0.108
H 8.175 -6.847 0.927 0.115
H 7.141 -8.638 -0.118 0.117
H 7.359 -9.076 2.567 0.127
H 6.760 -10.261 1.357 0.099
H 5.323 -10.000 3.405 0.140
H 4.578 -9.766 1.795 0.111
H 2.842 -8.368 2.359 0.095
H 3.137 -7.080 3.519 0.103
H 3.420 -8.854 3.918 0.067
C 4.603 -3.927 2.504 -0.142
O 4.192 -3.699 3.788 -0.186
C 4.972 -4.421 4.717 -0.201
C 4.231 -4.635 6.023 -0.213
N 4.058 -3.416 6.769 -0.032
C 3.102 -3.545 7.882 -0.197
C 3.019 -2.243 8.677 -0.197
O 2.549 -1.153 7.879 -0.212
C 3.051 0.071 8.300 -0.110
H 5.549 -3.418 2.202 0.097
H 3.842 -3.430 1.885 0.091
H 4.673 -5.002 2.337 0.074
H 5.914 -3.853 4.938 0.144
H 5.314 -5.357 4.289 0.105
H 4.755 -5.356 6.637 0.118
H 3.288 -5.126 5.844 0.112
H 3.675 -2.743 6.169 0.055
H 3.519 -4.304 8.535 0.119
H 2.088 -3.816 7.588 0.117
H 4.022 -2.052 9.092 0.120
H 2.371 -2.432 9.582 0.137
H 2.680 0.531 9.204 0.083
H 2.793 0.838 7.564 0.092
H 4.129 -0.057 8.386 0.094
C -11.462 2.508 1.179 -0.085
O -10.186 1.909 1.335 -0.182
C -10.338 0.658 1.874 -0.275
C -9.032 -0.124 1.865 -0.198
N -8.132 0.367 2.926 -0.011
C -6.888 -0.409 2.928 -0.217
C -6.035 0.038 4.099 -0.201
O -5.499 1.338 3.727 -0.204
C -5.170 2.105 4.850 -0.130
H -12.024 2.210 0.327 0.078
H -11.205 3.521 0.932 0.087
H -12.103 2.408 2.050 0.091
H -11.031 0.009 1.328 0.122
H -10.751 0.674 2.916 0.137
H -8.679 -0.054 0.847 0.084
H -9.327 -1.143 2.076 0.119
H -7.911 1.312 2.649 0.077
H -6.202 -0.229 2.124 0.082
H -7.049 -1.497 2.868 0.130
H -5.240 -0.686 4.230 0.094
H -6.560 0.066 5.082 0.133
H -4.620 1.530 5.605 0.077
H -5.999 2.629 5.416 0.105
H -4.559 2.908 4.488 0.075
C 5.321 3.927 -1.114 -0.163
O 6.460 4.342 -1.719 -0.166
C 6.907 3.595 -2.851 -0.202
C 7.914 4.416 -3.607 -0.205
N 7.280 5.415 -4.508 -0.042
C 8.267 6.034 -5.385 -0.232
C 7.674 7.060 -6.356 -0.214
O 6.739 6.400 -7.237 -0.195
C 5.970 7.337 -7.953 -0.119
H 5.421 2.919 -0.614 0.081
H 4.451 3.798 -1.763 0.087
H 5.080 4.611 -0.319 0.083
H 6.090 3.283 -3.477 0.095
H 7.348 2.685 -2.489 0.118
H 8.575 3.711 -4.146 0.116
H 8.630 4.923 -2.905 0.134
H 6.615 4.897 -5.092 0.111
H 8.786 5.365 -6.065 0.111
H 9.021 6.524 -4.754 0.123
H 8.502 7.484 -6.900 0.112
H 7.178 7.833 -5.775 0.115
H 5.177 6.768 -8.430 0.086
H 6.580 7.796 -8.703 0.076
H 5.543 8.071 -7.255 0.091
C 3.428 -1.400 -1.465 -0.117
O 2.722 -0.222 -1.226 -0.205
C 3.288 0.581 -0.142 -0.194
C 2.245 1.543 0.300 -0.178
N 1.142 0.830 0.966 -0.045
C 0.200 0.159 0.088 -0.174
C -1.108 0.007 0.784 -0.125
O -1.856 1.296 0.614 -0.210
C -3.053 1.307 1.338 -0.122
H 2.738 -2.177 -1.796 0.086
H 3.858 -1.836 -0.539 0.089
H 4.268 -1.258 -2.119 0.074
H 4.187 1.135 -0.545 0.124
H 3.657 -0.067 0.640 0.084
H 1.956 2.180 -0.572 0.129
H 2.741 2.181 1.053 0.130
H 0.659 1.575 1.429 0.074
H 0.600 -0.827 -0.216 0.135
H 0.134 0.727 -0.797 0.102
H -1.013 -0.192 1.842 0.095
H -1.725 -0.786 0.292 0.118
H -2.885 1.108 2.374 0.058
H -3.773 0.625 0.934 0.068
H -3.405 2.367 1.300 0.097
C -3.759 0.682 -2.179 -0.108
O -4.339 0.054 -3.328 -0.195
C -3.734 0.670 -4.482 -0.228
C -4.177 -0.094 -5.723 -0.184
N -4.361 0.636 -6.985 -0.048
C -3.287 1.535 -7.288 -0.238
C -3.492 2.328 -8.562 -0.273
O -3.520 1.514 -9.676 -0.169
C -3.747 2.197 -10.919 -0.100
H -4.053 0.010 -1.355 0.089
H -4.228 1.672 -2.054 0.084
H -2.650 0.774 -2.205 0.089
H -2.679 0.646 -4.393 0.092
H -4.060 1.718 -4.589 0.129
H -5.120 -0.502 -5.422 0.114
H -3.505 -0.930 -5.867 0.103
H -5.271 1.078 -7.092 0.117
H -2.436 0.918 -7.520 0.117
H -2.889 2.162 -6.465 0.120
H -2.743 3.102 -8.640 0.116
H -4.413 2.906 -8.438 0.120
H -3.713 1.444 -11.676 0.068
H -2.926 2.936 -11.243 0.104
H -4.691 2.798 -10.948 0.093
```

Summary:
* SMILES string: COCCNCCOC.COCCNCCOC.COCCNCCOC.COCCNCCOC.COCCNCCOC.COCCNCCOC.COCCNCCOC.COCCNCCOC.COCCNCCOC.OCCO.OCCO.OCCO
* energy above the lowest of the compared OMol25 structures with the same formula, charge and spin: 11.52 kcal per mole
* DFT total energy: -127235.98422 eV

---

Below is a structure of composition C6H34NO11, with properties calculated with ωB97M-V/def2-TZVPD.

Structure (XYZ):
```
52
Properties=species:S:1:pos:R:3:lowdin_charge:R:1
C -2.485 -1.624 2.191 -0.074
C -1.435 -0.898 1.369 -0.404
C -1.990 -0.297 0.047 -0.169
C -1.276 0.922 -0.527 -0.240
C -1.518 0.994 -2.033 -0.113
N -0.335 -1.910 1.173 -0.008
C 1.124 -1.414 1.499 -0.253
O 1.747 -0.704 0.440 -0.272
H -3.268 -2.018 1.527 0.049
H -2.867 -0.866 3.031 0.098
H -1.992 -2.563 2.735 0.112
H -0.953 -0.064 1.866 0.080
H -2.088 -1.098 -0.676 0.064
H -3.045 -0.094 0.372 0.128
H -0.203 0.815 -0.308 0.087
H -1.765 1.871 -0.193 0.114
H -2.577 0.825 -2.426 0.106
H -1.019 1.791 -2.669 0.086
H -0.924 0.257 -2.580 0.036
H -0.240 -2.162 0.207 0.070
H 1.783 -2.359 1.535 0.123
H 1.108 -0.760 2.360 0.099
H -0.447 3.305 -1.321 -0.032
H 0.398 2.885 -0.117 0.029
O -0.245 3.615 -0.468 -0.098
H -3.290 -2.219 -0.592 0.012
H -3.895 -1.885 -1.841 -0.003
O -4.190 -2.109 -0.971 -0.071
H 3.362 0.287 0.399 -0.025
H 4.395 0.173 1.510 -0.001
O 4.289 0.341 0.620 -0.027
H 1.452 0.450 0.736 0.037
H 1.880 2.027 1.657 0.059
O 1.260 1.707 0.962 -0.306
H 2.646 -0.663 -1.525 0.042
H 4.110 -0.276 -1.646 0.049
O 3.370 -0.621 -2.249 -0.138
H 1.616 -1.344 -3.732 0.107
H 0.617 -2.591 -3.702 0.021
O 0.605 -1.638 -3.747 -0.098
H -0.629 0.841 3.944 -0.060
H -1.711 0.111 4.635 0.064
O -0.698 0.238 4.674 -0.099
H 2.330 2.416 -0.775 -0.040
H 3.746 2.356 -0.685 -0.024
O 3.087 2.651 -1.256 -0.015
H -0.797 2.845 2.063 0.103
H -0.129 1.473 2.060 -0.027
O -0.628 2.036 2.666 -0.120
H -1.455 -2.821 -3.459 0.010
H -1.378 -1.506 -2.996 -0.022
O -1.966 -2.035 -3.532 -0.043
```

Summary:
* total charge: -1
* energy above the lowest of the compared OMol25 structures with the same formula, charge and spin: 80.88 kcal per mole
* DFT total energy: -30786.12253 eV

---

Q: Which max |F| values were calculated for the entries above? A: 3.05; 3.69, in eV/Å.
Q: Which molecular weight values were calculated for the entries above? A: 1384.9; 296.3, in g mol⁻¹.
Q: Which orbital gap values were calculated for the entries above? A: 8.6; 8.5, in eV.